(1)
{
  "formula": "C27H37BCl2I2N6S4Zn",
  "method": "ωB97M-V/def2-TZVPD",
  "lumo_ev": -0.2,
  "fmax_ev_per_a": 0.6,
  "total_charge": 0,
  "e_tot_ev": -171230.2986,
  "symbols": ["C", "Cl", "N", "H", "C", "H", "C", "H", "C", "Zn", "C", "H", "S", "C", "H", "C", "H", "H", "H", "N", "C", "N", "H", "C", "C", "C", "C", "H", "H", "C", "S", "C", "H", "C", "Cl", "H", "H", "C", "C", "H", "H", "H", "H", "H", "C", "H", "C", "H", "H", "C", "H", "C", "H", "C", "H", "H", "C", "C", "N", "C", "H", "B", "N", "H", "C", "H", "N", "S", "H", "H", "I", "H", "C", "H", "H", "H", "S", "H", "I", "H"],
  "positions_angstrom": [[-1.159, 3.954, -1.772], [1.813, -4.785, -0.107], [-2.145, 1.054, 1.303], [-3.764, -2.095, -1.332], [-2.719, 0.300, 0.347], [-6.459, -0.295, 1.534], [-6.215, -0.499, 0.492], [-0.048, 5.160, -3.953], [2.943, -3.708, -0.858], [-0.023, -0.742, -0.800], [1.993, 3.438, -3.396], [-5.537, -3.198, 0.786], [1.408, 1.133, -1.028], [4.871, -2.074, -1.962], [4.618, 0.173, 3.389], [4.282, -3.910, -0.553], [-1.238, 3.952, -4.490], [0.590, 1.766, -5.174], [2.417, 3.433, -4.400], [1.949, 0.134, 2.781], [-4.814, -2.481, 1.171], [-0.114, 3.127, -2.131], [3.684, 0.072, 4.900], [0.508, 3.097, -3.495], [-1.483, 3.657, -0.498], [0.789, 0.100, 2.077], [3.986, -0.469, 4.003], [-4.739, -0.689, -1.779], [4.589, -1.320, 4.317], [0.182, 2.339, -1.069], [0.001, -1.318, 1.459], [2.243, 1.451, 3.066], [-2.241, 4.069, 0.143], [1.982, -1.918, 4.153], [3.157, -0.666, -3.435], [1.131, -2.361, 3.646], [-4.706, -0.235, 2.834], [3.531, -1.892, -2.258], [0.266, 1.728, -4.133], [2.128, 4.434, -2.973], [-3.830, -2.942, 1.104], [3.816, -1.086, 1.317], [-6.216, 0.443, -0.057], [4.040, -2.512, 2.337], [-2.884, 0.931, 2.454], [6.293, -3.240, -0.861], [1.249, 2.202, 2.557], [1.629, -1.356, 5.020], [2.519, -2.275, 1.476], [5.250, -3.088, -1.099], [2.625, -2.723, 4.508], [3.316, -1.769, 2.006], [1.098, 3.265, 2.575], [-3.914, 0.107, 2.199], [4.542, -4.717, 0.117], [5.601, -1.430, -2.427], [-0.176, 4.155, -4.356], [-4.691, -1.565, -1.138], [0.341, 1.363, 1.957], [-4.872, -1.211, 0.330], [-1.583, 4.675, -2.440], [-0.917, 2.000, 1.314], [-3.819, -0.286, 0.879], [-1.226, 2.907, 2.047], [2.794, -1.018, 3.224], [0.291, 4.132, -5.339], [-0.650, 2.655, -0.065], [-2.116, 0.157, -1.266], [0.812, 0.938, -3.627], [-0.798, 1.486, -4.113], [-3.691, -5.362, -1.063], [-7.001, -1.133, 0.086], [2.514, -2.683, -1.700], [2.533, 2.718, -2.790], [-2.608, 1.448, 3.354], [3.117, 1.743, 3.613], [0.848, -2.396, -2.249], [-5.516, -2.232, -1.392], [-1.325, -3.927, -1.515], [-5.050, -2.290, 2.218]],
  "atomic_forces_ev_per_a": [[-0.18, 0.05, 0.16], [-0.01, 0.07, 0.00], [0.01, 0.07, 0.00], [0.04, 0.01, 0.01], [0.08, -0.13, -0.28], [0.00, 0.01, 0.03], [-0.06, -0.01, -0.03], [0.01, 0.01, 0.01], [-0.02, -0.08, 0.25], [0.29, 0.04, -0.06], [-0.04, 0.00, -0.05], [-0.02, -0.02, 0.01], [0.24, 0.14, 0.11], [-0.02, -0.04, 0.06], [0.01, 0.00, -0.03], [0.00, 0.04, -0.02], [-0.03, -0.02, 0.00], [0.02, -0.02, -0.02], [0.03, 0.00, -0.02], [-0.06, -0.07, -0.08], [-0.12, -0.06, -0.01], [0.09, 0.04, 0.03], [-0.02, -0.01, 0.01], [-0.09, -0.04, 0.07], [-0.09, 0.14, -0.16], [-0.24, -0.26, -0.03], [0.08, -0.08, 0.04], [0.00, 0.03, -0.02], [0.01, 0.00, 0.02], [0.25, -0.24, -0.15], [0.12, -0.02, 0.33], [-0.10, 0.25, 0.01], [-0.04, 0.04, 0.02], [0.06, 0.00, 0.00], [0.08, -0.07, 0.05], [-0.06, -0.01, -0.06], [-0.01, 0.02, 0.07], [0.10, 0.06, -0.14], [0.00, 0.06, 0.02], [0.00, 0.02, 0.03], [0.07, -0.01, 0.01], [0.01, 0.01, 0.00], [0.00, 0.01, -0.01], [0.03, -0.07, -0.01], [-0.15, -0.11, 0.11], [0.04, -0.01, 0.00], [0.19, 0.00, 0.13], [-0.01, 0.02, 0.00], [-0.11, -0.06, -0.06], [-0.09, 0.04, 0.00], [0.01, -0.04, 0.02], [0.07, 0.04, -0.01], [0.01, 0.05, 0.01], [0.08, 0.09, 0.15], [0.02, -0.02, 0.01], [0.03, 0.03, -0.01], [0.06, 0.02, -0.08], [-0.07, -0.02, 0.02], [0.08, 0.00, -0.07], [0.12, 0.11, 0.00], [-0.03, 0.03, 0.03], [-0.02, 0.05, -0.02], [0.03, 0.05, -0.04], [0.01, 0.02, 0.00], [-0.03, 0.09, -0.01], [0.00, 0.01, -0.01], [-0.02, -0.04, 0.10], [-0.28, -0.03, -0.24], [0.01, -0.03, 0.03], [-0.03, 0.00, 0.00], [0.17, 0.04, -0.06], [-0.02, -0.02, -0.01], [-0.10, 0.18, -0.32], [0.02, -0.05, 0.03], [0.00, 0.03, 0.06], [-0.03, 0.05, -0.02], [0.04, 0.07, 0.05], [0.01, 0.00, -0.04], [-0.44, -0.45, 0.07], [0.01, -0.01, 0.02]]
}

***

(2)
{
  "formula": "C27H37BCl2N6PdS4",
  "method": "ωB97M-V/def2-TZVPD",
  "lumo_ev": [0.4, -0.8],
  "fmax_ev_per_a": 0.8,
  "multiplicity": 3,
  "total_charge": 0,
  "e_tot_ev": -110086.4468,
  "symbols": ["H", "H", "C", "N", "H", "H", "H", "H", "H", "H", "C", "H", "C", "C", "N", "Cl", "C", "C", "C", "H", "H", "S", "C", "N", "C", "C", "H", "Pd", "C", "S", "C", "C", "C", "H", "H", "H", "H", "H", "H", "H", "H", "H", "N", "H", "H", "H", "H", "H", "N", "C", "C", "H", "H", "C", "H", "C", "H", "H", "C", "H", "H", "C", "N", "S", "Cl", "C", "H", "B", "C", "C", "H", "C", "C", "S", "H", "H", "C", "C"],
  "positions_angstrom": [[-3.528, 6.292, 2.221], [1.564, -1.125, -5.863], [4.712, 1.272, 2.505], [-1.876, 4.030, 0.308], [6.649, 1.811, 3.227], [1.915, 0.860, -5.213], [3.781, 2.724, 3.815], [-3.347, 3.411, 2.691], [-4.225, 4.220, -0.896], [0.635, 4.284, -1.763], [-4.010, 5.071, -0.248], [5.604, -0.445, 1.532], [-0.128, 4.053, -1.039], [1.314, -5.933, 0.378], [-0.184, 2.831, -0.406], [0.755, -2.265, -1.019], [-0.553, -5.009, 1.571], [-2.661, 5.845, 1.735], [5.111, -0.207, 2.476], [-3.558, 5.860, -0.850], [-4.951, 5.451, 0.149], [1.693, -0.019, 1.870], [0.311, -6.059, 1.325], [3.843, 1.629, 1.344], [5.999, 2.088, 2.399], [3.141, 2.776, -0.406], [-1.135, -0.188, -7.137], [-0.631, -0.564, 0.285], [-3.102, 4.633, 0.908], [-1.583, -2.500, 1.282], [-0.411, -0.511, -5.131], [0.646, -1.567, -5.475], [-1.261, 2.809, 0.426], [4.248, -0.852, 2.585], [0.252, -2.246, -6.231], [6.527, 1.874, 1.467], [2.724, 2.026, -2.915], [0.188, -6.980, 1.879], [-4.212, 2.801, 1.280], [0.354, 0.712, -0.160], [-4.803, 4.239, 2.123], [2.189, -4.622, -1.085], [0.164, 0.348, -4.049], [-1.561, -1.877, -3.891], [5.804, -0.409, 3.294], [-2.518, -0.570, -4.587], [-1.954, -1.892, -5.615], [5.807, 3.160, 2.467], [0.808, 1.343, -2.196], [0.558, -3.706, -0.066], [2.582, 1.162, 1.039], [0.221, 0.863, -6.710], [3.023, 3.466, -1.224], [-1.152, 4.795, -0.598], [5.097, 3.168, 0.472], [1.803, 1.516, -3.130], [-1.954, 5.534, 2.505], [-1.390, 1.182, -6.048], [1.407, 0.925, -4.269], [-1.424, 5.802, -0.852], [0.892, -2.146, -4.583], [4.163, 2.638, 0.449], [2.159, 1.871, -0.057], [-1.685, 1.515, 1.444], [-1.794, -5.241, 2.752], [1.428, -4.749, -0.326], [4.626, 1.412, 4.659], [0.786, 1.677, -0.692], [3.995, 1.653, 3.803], [-0.689, 0.396, -6.332], [-2.187, 6.608, 1.116], [-0.210, 0.631, -2.760], [-1.694, -1.252, -4.770], [-1.681, 0.322, -1.956], [3.057, 1.111, 3.898], [1.999, -6.748, 0.189], [-3.907, 3.701, 1.806], [-0.459, -3.772, 0.898]],
  "atomic_forces_ev_per_a": [[-0.01, 0.01, -0.02], [-0.03, -0.06, -0.02], [0.11, 0.02, 0.19], [0.19, -0.19, -0.10], [-0.01, -0.01, 0.02], [-0.02, -0.01, 0.04], [0.02, -0.02, 0.00], [0.00, -0.06, 0.03], [-0.02, 0.01, 0.00], [-0.03, 0.02, 0.00], [0.07, -0.06, -0.05], [0.02, 0.01, 0.03], [0.05, -0.03, -0.03], [-0.03, 0.02, 0.02], [-0.19, 0.02, 0.08], [0.20, 0.01, -0.36], [0.17, 0.12, -0.20], [0.06, -0.06, -0.02], [-0.20, 0.11, -0.17], [-0.04, -0.02, -0.01], [0.01, 0.01, 0.03], [0.23, -0.28, 0.21], [0.00, -0.09, 0.02], [-0.35, -0.04, -0.10], [0.02, 0.07, 0.00], [-0.09, 0.14, -0.02], [0.02, -0.01, -0.01], [-0.49, 0.37, 0.34], [-0.25, 0.20, 0.12], [-0.22, 0.15, 0.01], [-0.09, -0.13, -0.30], [0.06, 0.05, 0.08], [0.12, 0.24, -0.17], [-0.17, -0.10, 0.01], [-0.01, 0.02, -0.01], [0.06, 0.01, 0.06], [-0.02, -0.02, 0.02], [0.00, 0.02, 0.02], [-0.02, -0.06, 0.01], [0.56, 0.54, -0.09], [0.04, 0.04, -0.02], [0.01, -0.01, 0.03], [0.11, 0.08, 0.38], [-0.03, -0.02, 0.07], [-0.01, 0.04, -0.01], [-0.07, 0.03, 0.07], [0.05, 0.05, -0.01], [0.05, -0.02, 0.03], [-0.07, -0.23, -0.14], [-0.17, -0.42, 0.39], [0.15, 0.16, -0.09], [-0.03, 0.00, -0.02], [0.02, 0.01, 0.03], [0.05, 0.12, -0.08], [-0.10, -0.03, -0.01], [0.09, 0.05, 0.01], [-0.02, 0.01, 0.01], [-0.01, 0.00, -0.03], [0.07, 0.01, -0.07], [-0.02, -0.04, 0.02], [0.00, -0.03, -0.02], [0.13, 0.08, -0.19], [0.15, -0.30, 0.12], [-0.20, -0.44, 0.10], [-0.06, -0.04, 0.10], [0.10, 0.11, -0.15], [0.04, 0.00, -0.02], [-0.14, 0.26, -0.03], [-0.05, -0.08, -0.13], [0.02, 0.05, 0.08], [0.00, 0.00, 0.03], [0.20, 0.17, -0.36], [0.06, 0.18, 0.27], [-0.21, -0.49, 0.04], [-0.03, -0.02, 0.02], [-0.02, -0.01, -0.01], [0.20, -0.15, -0.06], [0.03, -0.01, -0.04]]
}

***

(3)
{
  "formula": "C27H37BF4N8Ru",
  "method": "ωB97M-V/def2-TZVPD",
  "lumo_ev": [-5.5, -8.1],
  "fmax_ev_per_a": 1.0,
  "multiplicity": 5,
  "total_charge": 2,
  "e_tot_ev": -54633.9373,
  "symbols": ["H", "C", "N", "H", "C", "C", "N", "H", "H", "H", "H", "C", "F", "H", "H", "H", "H", "C", "C", "C", "H", "H", "F", "C", "C", "H", "C", "B", "H", "N", "H", "N", "C", "C", "N", "C", "H", "H", "H", "C", "H", "H", "H", "H", "C", "C", "H", "C", "H", "H", "H", "H", "N", "C", "F", "C", "C", "H", "C", "H", "H", "H", "C", "H", "H", "C", "C", "H", "N", "F", "C", "C", "Ru", "H", "H", "H", "C", "N"],
  "positions_angstrom": [[3.341, -0.106, 1.362], [2.091, -1.297, 4.027], [1.525, 0.235, -1.828], [-1.605, -1.258, 3.799], [-1.925, 2.988, 0.512], [0.732, -3.276, -3.852], [1.878, -1.538, -0.041], [-1.735, -2.107, 2.262], [2.511, 1.143, 0.412], [2.792, -0.517, 3.736], [1.581, -3.792, -3.404], [0.535, -1.235, 1.835], [-0.837, 4.806, 1.588], [-0.689, 2.966, 2.767], [-3.336, -2.491, -0.007], [3.700, -0.161, -3.823], [0.735, 2.458, 1.889], [-2.972, 2.635, -0.340], [2.459, -2.570, 0.539], [-0.198, -2.722, -2.824], [0.598, 0.771, 3.544], [-4.044, -2.550, -1.617], [-4.862, 3.096, -1.614], [-3.822, 4.860, -0.443], [-3.317, -2.031, -0.997], [2.647, -2.038, 4.604], [-3.067, -0.438, 2.446], [1.578, -1.290, -1.577], [-0.415, 3.937, -1.533], [-0.881, -1.527, -1.077], [-1.478, 2.762, -2.339], [0.197, -1.900, -1.839], [2.389, 0.404, 1.202], [2.402, -2.708, 1.950], [0.367, 0.966, -1.655], [3.763, 0.444, -2.916], [2.413, -4.035, -1.016], [4.435, 1.276, -3.118], [0.198, -3.981, -4.484], [-3.900, 3.530, -0.807], [0.049, -2.028, 1.272], [3.928, -3.145, -0.909], [-3.646, -0.997, -0.905], [2.114, 0.908, 2.121], [-1.852, 4.344, 0.854], [-0.321, 0.874, 2.973], [-3.137, 0.546, 2.912], [-0.283, 2.170, 2.151], [1.340, -0.877, 4.695], [3.546, -4.395, 0.292], [4.203, -0.174, -2.134], [-0.359, 3.746, -3.278], [1.327, -0.550, 0.812], [-1.958, -2.143, -1.604], [-2.655, 6.519, 0.736], [-0.484, 3.206, -2.340], [1.844, 2.188, -2.802], [-2.190, -3.524, -3.320], [-2.787, 5.248, 0.385], [2.405, -1.816, -2.257], [-3.881, -1.048, 2.836], [0.797, -2.789, 3.260], [2.418, 0.965, -2.526], [1.124, -2.480, -4.487], [-3.229, -0.321, 1.372], [0.569, 2.152, -2.242], [3.130, -3.598, -0.320], [-4.545, 5.582, -0.803], [-0.586, -0.352, 2.171], [-3.058, 1.337, -0.733], [1.421, -1.992, 2.830], [-1.565, -2.906, -2.696], [-0.870, 0.275, -0.043], [3.041, -3.453, 2.412], [2.287, 3.001, -3.356], [-1.124, 0.952, 3.702], [-1.742, -1.119, 2.723], [-1.053, 1.990, 0.922]],
  "atomic_forces_ev_per_a": [[-0.02, -0.02, 0.04], [0.03, -0.02, -0.01], [-0.14, -0.32, -0.06], [0.04, -0.03, 0.02], [0.02, -0.12, 0.20], [-0.05, 0.05, 0.03], [0.17, 0.26, -0.04], [0.02, -0.02, -0.04], [-0.01, -0.02, -0.04], [-0.04, -0.01, 0.00], [-0.02, 0.00, 0.01], [0.14, 0.04, 0.14], [0.01, 0.00, -0.01], [-0.01, 0.06, 0.03], [-0.02, -0.01, 0.02], [-0.02, 0.01, 0.03], [0.05, 0.01, -0.04], [-0.03, -0.18, 0.04], [-0.03, -0.11, 0.10], [0.02, -0.12, -0.09], [0.03, -0.03, 0.03], [0.01, 0.00, 0.00], [0.02, 0.03, 0.03], [-0.07, 0.11, -0.03], [0.05, 0.00, -0.08], [-0.02, 0.03, -0.03], [0.03, 0.07, 0.00], [-0.14, 0.13, -0.22], [0.03, -0.05, 0.00], [-0.18, -0.38, -0.40], [0.05, 0.02, -0.03], [0.14, 0.22, 0.20], [-0.02, -0.07, 0.01], [0.09, -0.13, 0.02], [0.05, -0.10, 0.35], [-0.08, 0.01, -0.02], [0.01, 0.02, 0.05], [-0.01, 0.01, 0.00], [0.00, 0.00, 0.01], [-0.15, 0.07, -0.07], [-0.07, -0.09, -0.08], [-0.03, 0.00, 0.02], [0.01, 0.06, -0.01], [-0.03, 0.02, -0.02], [0.12, -0.01, 0.10], [-0.01, 0.03, 0.06], [0.00, -0.02, -0.01], [-0.14, -0.15, -0.07], [0.02, -0.02, 0.00], [0.00, 0.03, -0.01], [0.00, 0.04, 0.00], [-0.01, 0.00, 0.02], [-0.01, -0.06, -0.14], [0.11, -0.05, 0.17], [-0.02, -0.03, -0.02], [0.07, -0.05, -0.05], [0.04, 0.16, 0.01], [0.03, 0.05, 0.06], [-0.05, 0.11, -0.02], [-0.04, 0.08, 0.10], [0.00, 0.01, 0.02], [0.00, -0.01, 0.02], [0.08, -0.12, 0.02], [0.00, -0.02, 0.01], [-0.02, 0.01, -0.02], [-0.14, 0.09, -0.13], [0.02, -0.03, 0.06], [0.03, -0.03, 0.01], [-0.33, -0.01, -0.48], [-0.03, -0.06, -0.01], [-0.02, 0.02, 0.05], [-0.07, -0.12, -0.08], [0.53, 0.75, 0.49], [-0.02, 0.04, -0.08], [-0.05, -0.06, 0.03], [-0.02, 0.00, 0.01], [0.03, -0.01, 0.08], [0.03, 0.07, -0.29]]
}